a) Molecular formula: C3H6ClN2
Method: DFT, ωB97M-V/def2-TZVPD

Each line ends with the natural charge from an NBO analysis.
CARTESIAN COORDINATES (ANGSTROEM)
C 1.648 -0.004 0.220  0.02
C -1.809 0.302 0.047  0.31
C 1.647 -1.331 -0.328  -0.66
N 0.819 0.869 0.393  -0.12
N -2.357 1.563 -0.035  -0.73
Cl -2.672 -0.983 0.518  0.25
H 2.670 0.292 0.661  0.28
H 1.701 -1.914 0.616  0.27
H 2.541 -1.462 -0.758  0.25
H 0.884 -1.594 -1.079  0.25
H -1.779 2.314 -0.329  0.43
H -3.292 1.950 0.073  0.44

**Multiplicity**: 1
**Lowest unoccupied orbital energy (alpha / beta)**: -7.176 / -5.295 eV
**Gap between HOMO and LUMO (alpha / beta)**: 6.51 / 9.92 eV
**Total charge**: +1



b) Molecular formula: C3H6ClN2
Method: DFT, ωB97M-V/def2-TZVPD

Each line ends with the natural charge from an NBO analysis.
CARTESIAN COORDINATES (ANGSTROEM)
C 0.265 -1.297 0.835  -0.72
C -0.802 -0.961 -0.113  0.32
N -0.818 0.228 -0.652  -0.44
C 0.344 1.086 -0.561  0.18
N 0.076 2.316 -0.375  -0.37
Cl 1.271 3.426 -0.024  0.25
H 0.931 -1.914 0.171  0.29
H 0.822 -0.459 1.175  0.27
H -0.162 -2.084 1.575  0.30
H -1.758 -1.524 -0.222  0.26
H -1.438 0.695 -1.198  0.45
H 1.270 0.486 -0.610  0.21

**Multiplicity**: 1
**SMILES**: C/C=[NH+]\C=N\Cl
**Lowest unoccupied orbital energy**: -5.665 eV
**Gap between HOMO and LUMO**: 9.04 eV
**Total charge**: +1



Which structure loses on stability? a) does.